Here is a single C4H3N2OPS molecule at a distorted geometry from OMol25. Energies are from ωB97M-V/def2-TZVPD.

- E_LUMO (spin up / spin down): -2.508 / -2.509 eV
- E_HOMO (spin up / spin down): -8.486 / -8.486 eV
- Frontier orbital gap (spin up / spin down): 6.0 / 6.0 eV

Bonds (Å) are listed after each position.
Cartesian coordinates (Å):
1 C -0.36857 0.53979 -1.28205  C4 1.391, P8 1.798, H10 1.049
2 C 0.10097 -0.55395 1.37690  N5 1.342, N6 1.309, H11 1.066
3 C 1.62318 -2.21628 0.41887  N5 1.159
4 C 0.52301 1.14581 -0.40330  C1 1.391, N6 1.498, O7 1.210
5 N 0.73678 -1.52779 0.70755  C2 1.342, C3 1.159
6 N 0.51244 0.63146 1.00395  C2 1.309, C4 1.498, H12 0.999
7 O 1.33882 1.99284 -0.68878  C4 1.210
8 P -1.70126 -0.44822 -0.58973  C1 1.798, S9 1.966
9 S -2.62722 -0.98752 -2.23784  P8 1.966
10 H -0.56421 0.84924 -2.26456  C1 1.049
11 H -0.30650 -0.80481 2.32999  C2 1.066
12 H 0.73258 1.37943 1.62900  N6 0.999